No. 1
One molecule with the formula C5H10N2O. Source: the Open Molecules 2025 dataset; level of theory: ωB97M-V with the def2-TZVPD basis set.

Calculated values
**HOMO**: -8.3 eV
**Total charge**: 0
**SMILES**: C=C(N)C[C@H](N)C=O
**Lowest unoccupied orbital energy**: 0.757 eV
**HOMO-LUMO gap**: 9.01 eV

```
18
Properties=species:S:1:pos:R:3:forces:R:3
H -0.8899 3.1071 0.0576 -0.053 0.051 -0.038
H -1.2039 -1.5365 1.3456 -0.066 -0.303 0.011
C 0.0027 1.2991 -0.1745 -0.220 -0.442 0.291
O -1.8526 1.3867 -1.7025 0.051 -0.053 0.123
H 2.2378 -1.1126 -1.0049 -0.046 0.069 0.295
C 1.4444 -1.7111 -0.5787 -0.330 -0.742 -0.120
C -0.9332 0.7538 -1.2495 0.097 -0.099 -0.037
C 0.5946 0.1904 0.7398 0.185 0.085 0.453
H 1.3556 -2.7418 -0.9272 0.138 0.235 -0.027
H -0.6980 -0.2677 -1.6043 -0.085 0.117 -0.129
C 0.5256 -1.2436 0.2766 0.370 0.516 -0.435
H 0.8458 1.7416 -0.7165 -0.096 0.034 -0.086
N -0.5457 -1.9732 0.7291 0.226 0.375 -0.031
N -0.6076 2.3327 0.6446 0.322 0.244 -0.083
H 0.1989 0.3092 1.7506 -0.512 -0.131 -0.082
H -0.6601 -2.9171 0.4161 -0.255 -0.062 0.117
H -1.4554 1.9890 1.0771 -0.065 -0.112 0.013
H 1.6408 0.3940 0.9208 0.337 0.216 -0.237
```
Forces are in eV/Å.

No. 2
One molecule with the formula C5H10N2O. Source: the Open Molecules 2025 dataset; level of theory: ωB97M-V with the def2-TZVPD basis set.

Calculated values
**HOMO**: -8.6 eV
**Total charge**: 0
**SMILES**: CNCC(=O)[C@H]1CN1
**Lowest unoccupied orbital energy**: 0.868 eV
**HOMO-LUMO gap**: 9.49 eV

```
18
Properties=species:S:1:pos:R:3:forces:R:3
H -2.7212 0.0384 -0.4676 -1.105 0.619 -0.345
H 1.7035 -1.2303 -1.3254 0.145 0.262 -0.933
N -1.2394 -0.8323 0.6349 -0.830 -1.457 -4.943
H -0.2479 -0.0338 1.9007 2.193 -0.272 3.693
N 1.3100 -0.7982 -0.5193 2.074 -1.771 1.976
H -1.4368 -0.1524 -1.5085 0.849 -0.045 -1.117
C -2.0184 -0.6872 -0.8087 1.250 3.302 5.088
H -1.5312 1.2804 1.6417 -0.876 -1.441 0.406
H 3.3702 0.1675 0.0721 -0.615 -0.725 -0.078
O -0.5767 1.9658 -0.5737 0.161 -0.510 1.878
H -2.5421 -1.5041 -1.0840 -0.981 -2.980 -0.886
C 2.3731 -0.1782 0.3838 -3.794 1.125 1.282
H -0.2915 -1.0343 0.1447 -1.614 -0.608 1.989
C 1.1811 0.5789 -0.3857 1.816 -0.524 2.291
C -0.0809 1.1362 0.2027 -1.298 0.825 -1.918
H 2.1196 -0.2700 1.5299 0.935 -0.161 -2.540
C -0.9345 0.4110 1.3189 1.250 2.793 -4.173
H 1.5632 1.1424 -1.1564 0.442 1.570 -1.668
```
Forces are in eV/Å.

No. 3
A 2-piece molecular cluster, C5H10N2O overall. Source: the Open Molecules 2025 dataset; level of theory: ωB97M-V with the def2-TZVPD basis set.

Calculated values
**HOMO**: -9.7 eV
**Total charge**: 0
**SMILES**: C=C(C)C.N#CNO
**Lowest unoccupied orbital energy**: 0.584 eV
**HOMO-LUMO gap**: 10.31 eV

```
18
Properties=species:S:1:pos:R:3:forces:R:3
C 1.5828 0.7999 -0.5945 0.444 0.600 0.361
H -1.3699 1.5381 0.2674 -0.074 0.003 0.040
H 0.7064 0.9708 2.5052 -0.023 -0.010 0.064
H 1.6275 1.4070 -1.4857 -0.176 -0.011 -0.226
C 0.6810 0.2858 1.6562 0.167 0.084 0.036
C -0.4086 2.0461 0.2017 0.133 0.075 -0.066
N -1.2590 -3.9914 0.1531 -0.024 -0.523 0.461
H -2.0331 -2.0712 -2.1139 0.347 0.097 0.302
O -0.8572 -0.8724 -1.0197 0.622 0.118 0.177
H 2.4277 0.1499 -0.4240 -0.003 -0.303 0.012
H 1.5301 -0.3894 1.7282 0.030 -0.057 0.034
C -1.2831 -3.1198 -0.5935 0.016 0.141 0.259
N -1.2306 -2.1469 -1.4918 0.299 0.698 -1.156
H -0.3684 2.7945 0.9941 -0.049 0.041 0.045
H -0.3438 2.5504 -0.7592 -0.032 0.050 -0.044
C 0.7018 1.0577 0.3739 -0.168 -0.363 -0.223
H 0.1336 -0.7117 -1.1259 -1.450 -0.632 -0.096
H -0.2371 -0.2976 1.7285 -0.057 -0.008 0.020
```
Forces are in eV/Å.

No. 4
A 2-piece molecular cluster, C5H10N2O overall. Source: the Open Molecules 2025 dataset; level of theory: ωB97M-V with the def2-TZVPD basis set.

Calculated values
**HOMO**: -8.5 eV
**Total charge**: 0
**SMILES**: Cc1c[nH]cn1.CO
**Lowest unoccupied orbital energy**: 0.727 eV
**HOMO-LUMO gap**: 9.20 eV

```
18
Properties=species:S:1:pos:R:3:forces:R:3
O -4.0337 1.4507 1.5775 1.125 -0.385 0.752
H 3.0250 -1.4142 1.3925 0.301 0.108 -0.660
N 0.8999 -1.4343 -0.6002 -1.170 -0.433 0.244
H 2.3223 1.5766 -0.4904 0.144 -0.301 0.288
C 1.9550 -0.6811 -0.2210 0.416 1.884 -1.263
H -1.0158 -0.7943 -1.4261 0.247 -0.293 0.056
H -0.0279 1.3458 -1.5946 0.416 0.815 0.327
H -3.5278 1.7411 2.3581 -0.669 0.094 -0.376
N 0.4812 0.6887 -1.0338 -1.926 -1.495 -0.335
C -0.0178 -0.6084 -1.0499 1.456 1.290 0.048
H -2.4892 0.0193 1.5252 0.710 0.030 0.290
H 4.0750 -0.6330 0.2528 0.215 0.689 -0.340
C -3.0771 0.6200 0.8577 -2.757 -0.254 -0.083
H 3.5257 -2.2941 -0.0386 -0.982 1.687 -0.080
H -3.7270 -0.1170 0.3146 0.833 0.789 -0.014
C 1.7312 0.6729 -0.4862 -0.185 -0.968 -0.606
C 3.1926 -1.2399 0.2939 1.045 -2.975 2.325
H -2.5559 1.3065 0.2201 0.782 -0.282 -0.571
```
Forces are in eV/Å.

No. 5
One molecule with the formula C5H10N2O2. Source: the Open Molecules 2025 dataset; level of theory: ωB97M-V with the def2-TZVPD basis set.

Calculated values
**HOMO**: -8.9 eV
**Total charge**: 0
**SMILES**: C[C@@]1(CO)CN(O)C=N1
**Lowest unoccupied orbital energy**: 0.721 eV
**HOMO-LUMO gap**: 9.66 eV

```
19
Properties=species:S:1:pos:R:3:forces:R:3
H 0.4911 -0.5803 -1.9904 -1.225 0.724 1.252
H 0.8097 2.1074 0.1127 2.251 4.285 -3.223
O -1.6531 -1.6163 -1.7707 -4.598 0.236 -1.917
C -1.3256 -0.9663 0.3602 -1.951 -1.206 0.742
C 0.5498 0.1367 0.1188 -0.121 -0.478 2.504
H -2.1177 -1.4369 0.8587 -1.454 -0.945 0.010
N -1.3652 -0.5801 -0.9097 -0.741 0.713 -2.069
H 2.2193 -1.3878 0.0166 -0.532 -1.571 -0.402
H 0.9385 1.3838 1.6846 -1.414 1.230 -1.011
C 0.2917 1.5603 0.7263 1.799 -5.025 3.966
O -1.0275 1.8640 0.9035 -0.820 -0.603 1.930
N -0.3702 -0.6216 1.0226 3.971 0.679 2.079
C -0.1373 0.0457 -1.2345 2.452 0.493 -2.656
H -1.2538 1.2961 1.7117 -0.044 1.180 -1.743
H 2.0586 -0.5698 1.6435 -0.119 0.225 -2.375
H -2.6313 -1.3185 -2.0430 3.156 -1.546 0.325
C 1.9942 -0.4677 0.4760 -0.365 2.302 1.069
H -0.3305 1.0350 -1.7756 0.428 -1.065 0.996
H 2.8594 0.1161 0.0886 -0.671 0.373 0.523
```
Forces are in eV/Å.

No. 6
One molecule with the formula C5H10N2O2. Source: the Open Molecules 2025 dataset; level of theory: ωB97M-V with the def2-TZVPD basis set.

Calculated values
**HOMO (spin up / spin down)**: -7.9 / -7.8 eV
**Total charge**: 0
**Lowest unoccupied orbital energy (spin up / spin down)**: -0.686 / 0.401 eV
**HOMO-LUMO gap (spin up / spin down)**: 7.24 / 8.20 eV

```
19
Properties=species:S:1:pos:R:3:forces:R:3
O -2.2220 1.4944 0.8947 -0.129 -0.422 -0.797
H -0.9724 0.0098 2.2416 0.838 0.173 -0.845
C -1.3506 -0.5161 0.2546 0.440 1.198 0.717
N -1.5523 -1.7278 -0.2980 0.342 -0.728 0.174
H -0.6522 1.5449 -1.2829 -1.403 1.570 -0.082
C 0.0669 0.8499 -1.5359 0.040 -2.065 -0.461
O -3.2554 0.3108 -0.6512 -0.489 0.063 -0.193
N -2.3411 0.5007 0.1453 0.623 -0.844 0.497
C -0.3741 -0.2760 1.3299 0.503 -0.840 1.336
H -2.5204 -1.9179 -0.3308 -1.291 -0.520 -0.750
H 1.7200 0.5044 1.6460 -2.429 0.549 -1.800
H 0.1424 0.4035 -2.5554 -0.224 0.553 1.089
H 0.1751 -1.1751 1.6314 -0.621 -0.492 -0.359
C 0.7442 0.6691 0.9349 1.616 0.209 1.439
H 1.8495 1.2474 -0.8009 0.814 0.609 0.476
C 1.0740 0.5444 -0.5221 1.455 -0.002 -1.042
H 0.3563 1.6561 1.0410 0.060 1.013 0.538
H 1.5652 -0.3683 -0.7975 0.163 -1.029 0.159
H -1.0006 -2.5284 0.0378 -0.306 1.004 -0.098
```
Forces are in eV/Å.